Entry 1:
Computed, not measured: a structure of composition C24H22Cl3GeN5O3Ru, with the ωB97M-V functional and the def2-TZVPD basis.

CARTESIAN COORDINATES (ANGSTROEM)
Ru1 10.753 9.351 10.719
O1 12.777 7.039 13.379
C1 11.887 7.619 12.833
N1 12.197 8.681 11.936
C2 13.371 9.493 12.131
C3 12.992 10.926 11.849
C4 13.741 11.907 12.309
C5 13.440 13.289 12.079
C6 12.278 13.539 11.297
C7 11.520 12.453 10.868
N2 11.871 11.183 11.102
C8 10.419 7.403 13.034
C9 10.040 6.371 13.902
C10 8.657 6.176 14.041
C11 7.748 7.037 13.421
C12 8.296 7.985 12.575
N3 9.593 8.205 12.407
H1 14.129 9.083 11.533
H2 13.705 9.397 13.218
H3 14.604 11.605 12.945
H4 14.150 13.981 12.530
H5 11.853 14.483 11.114
H6 10.614 12.636 10.241
H7 10.781 5.769 14.354
H8 8.337 5.305 14.619
H9 6.764 7.185 13.744
H10 7.593 8.703 12.080
O2 5.424 10.439 6.391
C13 5.643 11.271 7.491
C14 6.753 10.747 8.348
C15 7.244 11.519 9.437
C16 8.278 11.050 10.170
N4 8.910 9.894 9.932
C17 8.424 9.106 8.925
C18 7.356 9.513 8.158
C19 9.235 7.911 8.563
C20 9.023 7.091 7.525
C21 9.787 5.878 7.322
C22 9.529 4.985 6.151
O3 8.934 5.754 5.101
C23 10.794 5.694 8.250
C24 11.041 6.592 9.278
N5 10.262 7.663 9.486
H11 4.669 10.741 5.880
H12 4.716 11.248 8.112
H13 5.869 12.322 7.175
H14 6.794 12.473 9.710
H15 8.734 11.624 10.971
H16 6.969 8.886 7.376
H17 8.279 7.364 6.772
H18 8.774 4.255 6.519
H19 10.408 4.490 5.785
H20 9.045 5.301 4.232
H21 11.339 4.763 8.136
H22 11.908 6.436 9.870
Cl1 13.659 11.051 4.883
Ge1 11.895 10.431 5.840
Cl2 12.221 10.704 7.951
Cl3 11.429 8.432 5.263

Computed properties:
Total charge: +3
Lowest unoccupied orbital energy (alpha / beta), eV: -10.0 / -12.2
Spin multiplicity: 6
Energy relative to the best compared isomer or geometry (same formula, charge and spin), kcal per mole: 20.6

Results of the natural (NBO) charge analysis, in e, for atoms 1 through 8: 1.471 -0.395 0.610 -0.317 -0.304 0.189 -0.214 -0.032



Entry 2:
Computed, not measured: a cluster of 5 separate species, C24H22F32O7 in total, with the ωB97M-V functional and the def2-TZVPD basis.

CARTESIAN COORDINATES (ANGSTROEM)
F1 -1.284 1.076 -0.238
C1 -0.535 0.049 -0.176
F2 -0.950 -0.775 0.762
C2 -0.345 -0.731 -1.573
F3 -1.471 -1.278 -1.965
F4 0.540 -1.739 -1.571
C3 0.211 0.253 -2.706
O1 1.386 0.837 -2.268
C4 2.072 1.845 -3.058
F5 2.695 1.311 -4.019
F6 1.150 2.610 -3.671
C5 3.037 2.508 -2.018
F7 3.675 3.516 -2.514
F8 2.379 2.889 -0.940
H1 0.522 0.257 -0.012
H2 -0.588 0.960 -2.926
H3 0.224 -0.314 -3.636
H4 3.751 1.800 -1.599
F9 3.609 -1.796 -0.618
C6 3.408 -2.724 0.267
F10 2.124 -2.559 0.614
C7 3.671 -4.109 -0.310
F11 3.154 -4.845 0.637
F12 5.020 -4.243 -0.327
C8 3.162 -4.324 -1.781
O2 2.649 -5.758 -1.927
C9 2.113 -6.170 -3.212
F13 1.481 -7.381 -3.115
F14 1.089 -5.314 -3.440
C10 3.176 -6.154 -4.267
F15 4.140 -7.065 -4.009
F16 2.711 -6.358 -5.478
H5 4.078 -2.578 1.114
H6 3.880 -4.073 -2.562
H7 2.344 -3.623 -1.953
H8 3.693 -5.197 -4.332
F17 -2.149 -0.417 10.413
C11 -2.171 0.679 9.624
F18 -0.980 1.273 9.649
C12 -2.975 0.516 8.330
F19 -3.039 1.698 7.752
F20 -4.235 0.149 8.451
C13 -2.367 -0.674 7.619
O3 -2.833 -0.844 6.274
C14 -1.994 -1.689 5.441
F21 -0.717 -1.433 5.613
F22 -2.247 -2.903 5.909
C15 -2.558 -1.436 3.998
F23 -2.364 -0.182 3.673
F24 -2.013 -2.015 2.980
H9 -2.708 1.410 10.229
H10 -2.481 -1.616 8.155
H11 -1.278 -0.691 7.668
H12 -3.639 -1.572 3.966
F25 -3.810 6.845 1.741
C16 -4.323 5.839 1.028
F26 -5.264 6.303 0.121
C17 -3.209 5.080 0.408
F27 -2.670 5.660 -0.715
F28 -3.758 3.946 -0.001
C18 -2.034 4.615 1.360
O4 -1.296 5.725 1.505
C19 -0.460 6.055 2.611
F29 0.268 4.994 2.856
F30 0.558 6.787 2.081
C20 -1.234 6.764 3.799
F31 -0.539 7.107 4.868
F32 -1.851 7.871 3.440
H13 -4.887 5.278 1.773
H14 -1.466 3.749 1.020
H15 -2.377 4.222 2.317
H16 -2.051 6.101 4.082
C21 0.371 -0.800 -8.134
C22 0.470 -1.369 -6.722
C23 0.386 -2.851 -6.784
O5 1.439 -3.320 -5.981
C24 2.310 -2.437 -5.871
O6 3.488 -2.686 -5.524
O7 1.844 -1.265 -6.388
H17 1.003 -1.328 -8.847
H18 0.772 0.202 -8.289
H19 -0.661 -0.840 -8.482
H20 -0.211 -0.853 -6.045
H21 0.511 -3.230 -7.798
H22 -0.540 -3.219 -6.343

Computed properties:
Lowest unoccupied orbital energy, eV: 0.2
Structure (SMILES): FC(F)C(F)(F)COC(F)(F)C(F)F.FC(F)C(F)(F)COC(F)(F)C(F)F.FC(F)C(F)(F)COC(F)(F)C(F)F.FC(F)C(F)(F)COC(F)(F)C(F)F.C[C@H]1COC(=O)O1
Energy relative to the best compared isomer or geometry (same formula, charge and spin), kcal per mole: 159.7

Results of the Löwdin charge analysis, in e, for atoms 1 through 8: 0.181 -0.396 0.121 -0.437 0.146 0.114 -0.093 -0.001



Entry 3:
Computed, not measured: a structure of composition C24H22F5N3O3Pd, with the ωB97M-V functional and the def2-TZVPD basis.

CARTESIAN COORDINATES (ANGSTROEM)
Pd1 0.147 -1.362 -1.671
C1 2.641 -1.002 -3.222
N1 1.302 -1.603 -3.380
C2 1.468 -3.031 -3.714
C3 0.569 -0.870 -4.435
C4 -0.909 -1.093 -4.302
N2 -1.327 -0.804 -2.919
C5 -2.697 -0.948 -2.765
C6 -3.261 -1.443 -1.568
F1 -2.435 -1.804 -0.588
C7 -4.615 -1.584 -1.357
F2 -5.023 -2.073 -0.173
C8 -5.544 -1.256 -2.322
C9 -5.030 -0.772 -3.504
F3 -5.872 -0.409 -4.489
C10 -3.674 -0.613 -3.730
F4 -3.354 -0.052 -4.919
H1 3.151 -1.035 -4.191
H2 3.218 -1.556 -2.489
H3 2.533 0.030 -2.898
H4 2.101 -3.137 -4.602
H5 0.497 -3.478 -3.911
H6 1.937 -3.527 -2.869
H7 0.935 -1.171 -5.424
H8 0.788 0.189 -4.294
H9 -1.168 -2.127 -4.578
H10 -1.392 -0.446 -5.029
H11 -6.605 -1.365 -2.162
C11 3.275 2.861 3.471
C12 2.736 1.549 4.028
C13 2.022 1.700 5.363
C14 0.768 2.549 5.209
C15 -0.093 2.035 4.086
C16 -1.440 2.309 4.042
C17 -2.227 1.812 3.006
F5 -3.537 2.113 3.017
C18 -1.716 1.036 2.010
C19 -0.346 0.740 2.030
C20 0.214 -0.104 0.975
O1 -0.571 -0.495 0.080
C21 1.604 -0.395 1.065
C22 2.324 0.154 2.091
N3 1.816 0.928 3.056
C23 0.461 1.242 3.057
C24 2.379 -1.280 0.112
O2 3.602 -1.246 0.170
O3 1.706 -2.076 -0.639
H12 3.948 3.326 4.192
H13 2.468 3.559 3.250
H14 3.828 2.686 2.548
H15 3.560 0.844 4.146
H16 2.708 2.145 6.084
H17 1.752 0.708 5.735
H18 1.041 3.591 5.018
H19 0.192 2.547 6.135
H20 -1.904 2.904 4.818
H21 -2.338 0.643 1.218
H22 3.388 -0.041 2.134

Computed properties:
Lowest unoccupied orbital energy, eV: -0.2
Energy relative to the best compared isomer or geometry (same formula, charge and spin), kcal per mole: 0.0

Results of the natural (NBO) charge analysis, in e, for atoms 1 through 8: 0.961 -0.427 -0.384 -0.428 -0.229 -0.255 -0.653 0.079